1.
{
  "formula": "C24H19BrCl3HfN2O9P2",
  "method": "the ωB97M-V functional and the def2-TZVPD basis",
  "symbols": ["Hf", "Br", "C", "C", "C", "C", "O", "C", "C", "N", "C", "C", "C", "C", "C", "C", "C", "C", "N", "C", "C", "H", "H", "H", "H", "H", "H", "H", "H", "H", "H", "C", "C", "O", "P", "O", "O", "O", "P", "O", "O", "O", "H", "H", "H", "H", "H", "H", "H", "Cl", "C", "C", "C", "Cl", "C", "O", "C", "Cl", "C", "H", "H"],
  "positions_angstrom": [[0.78, 0.43, 0.12], [-2.05, 4.99, 5.08], [-1.00, 4.17, 3.74], [0.39, 4.11, 3.88], [1.16, 3.50, 2.93], [0.59, 2.88, 1.81], [1.35, 2.25, 0.92], [-0.81, 2.99, 1.65], [-1.46, 2.56, 0.45], [-0.93, 1.81, -0.46], [-1.59, 1.64, -1.71], [-2.56, 2.46, -2.21], [-3.16, 2.19, -3.46], [-2.75, 1.12, -4.21], [-1.71, 0.29, -3.74], [-1.20, -0.81, -4.47], [-0.18, -1.55, -3.96], [0.35, -1.21, -2.70], [-0.10, -0.20, -1.98], [-1.13, 0.56, -2.49], [-1.59, 3.64, 2.63], [0.85, 4.56, 4.75], [2.24, 3.44, 3.05], [-2.47, 2.93, 0.30], [-2.88, 3.34, -1.67], [-3.93, 2.84, -3.83], [-3.19, 0.92, -5.17], [-1.64, -1.04, -5.44], [0.24, -2.39, -4.50], [1.17, -1.77, -2.28], [-2.66, 3.70, 2.49], [5.67, -1.01, -0.09], [4.28, -0.90, -0.69], [4.09, -1.68, -1.85], [3.83, 0.84, -1.09], [4.70, 1.12, -2.37], [4.38, 1.87, -0.03], [2.35, 0.98, -1.31], [2.95, -1.33, 0.50], [3.52, -2.57, 1.29], [2.74, -0.05, 1.29], [1.64, -1.60, -0.20], [6.41, -0.62, -0.79], [5.89, -2.06, 0.10], [5.75, -0.46, 0.84], [4.88, -1.62, -2.40], [4.80, 2.04, -2.64], [3.75, 1.99, 0.70], [2.89, -3.01, 1.89], [-5.18, -0.74, 4.62], [-3.66, -0.57, 3.81], [-3.56, -0.91, 2.47], [-2.34, -0.74, 1.84], [-2.15, -1.13, 0.16], [-1.21, -0.25, 2.49], [-0.05, -0.08, 1.87], [-1.36, 0.07, 3.85], [0.00, 0.69, 4.71], [-2.57, -0.07, 4.50], [-4.41, -1.30, 1.93], [-2.65, 0.20, 5.54]],
  "mulliken_charge": [2.286, -0.165, -0.309, -0.545, -0.693, 0.577, -0.659, 0.228, 0.190, -0.142, 0.882, -0.534, -1.015, -0.925, 0.594, -0.598, -1.043, -0.196, 0.404, -0.009, -0.696, 0.454, 0.446, 0.372, 0.482, 0.411, 0.438, 0.472, 0.458, 0.557, 0.536, -1.765, 1.167, -0.533, 0.341, -0.520, -0.549, -0.726, 0.527, -0.550, -0.573, -0.778, 0.504, 0.421, 0.395, 0.389, 0.386, 0.447, 0.410, -0.204, 0.335, -0.897, 0.960, -0.112, -0.808, -0.111, 0.537, -0.138, -0.776, 0.481, 0.482],
  "max_force_ev_per_a": 0.53,
  "total_charge": 1,
  "orbital_gap_ev": 7.20,
  "e_lumo_ev": -3.57,
  "energy_ev": -174106.512
}

***

2.
{
  "formula": "C24H19Cl2MoN2O5",
  "method": "the ωB97M-V functional and the def2-TZVPD basis",
  "symbols": ["Mo", "O", "C", "O", "C", "O", "C", "C", "O", "O", "H", "H", "H", "H", "H", "C", "C", "C", "C", "C", "C", "C", "C", "N", "H", "H", "H", "H", "H", "H", "C", "C", "C", "C", "C", "C", "H", "H", "H", "H", "H", "Cl", "C", "C", "C", "C", "C", "Cl", "C", "N", "H", "H", "H"],
  "positions_angstrom": [[0.06, -0.24, 1.10], [-3.96, 0.93, 3.09], [-3.10, 0.51, 2.19], [-1.97, 0.15, 2.46], [-3.64, 0.56, 0.77], [-2.94, -0.32, -0.07], [-3.20, -1.69, 0.16], [-2.14, -2.42, 0.98], [-2.31, -3.48, 1.48], [-0.91, -1.81, 1.00], [-3.54, 0.94, 3.97], [-3.48, 1.57, 0.39], [-4.72, 0.37, 0.78], [-3.20, -2.18, -0.82], [-4.17, -1.86, 0.63], [1.96, -1.06, 0.72], [2.08, -1.67, -0.64], [1.74, -3.00, -0.85], [1.83, -3.56, -2.12], [2.27, -2.78, -3.18], [2.63, -1.45, -2.97], [2.53, -0.90, -1.71], [2.34, -3.34, -4.50], [2.40, -3.78, -5.56], [2.72, -0.29, 0.89], [2.03, -1.81, 1.52], [1.39, -3.61, -0.02], [1.56, -4.59, -2.28], [2.99, -0.85, -3.80], [2.81, 0.13, -1.55], [2.19, 2.43, 4.48], [1.29, 1.47, 4.92], [0.52, 0.77, 4.00], [0.65, 1.01, 2.63], [1.56, 2.00, 2.20], [2.33, 2.69, 3.12], [2.78, 2.99, 5.20], [1.18, 1.27, 5.97], [-0.16, 0.02, 4.37], [1.66, 2.24, 1.16], [3.03, 3.45, 2.78], [-0.84, -1.28, -2.36], [-0.70, 0.42, -2.59], [-0.91, 0.93, -3.86], [-0.81, 2.30, -4.08], [-0.51, 3.16, -3.04], [-0.30, 2.65, -1.77], [0.04, 3.73, -0.47], [-0.38, 1.27, -1.52], [-0.12, 0.79, -0.26], [-1.15, 0.26, -4.67], [-0.97, 2.70, -5.07], [-0.44, 4.23, -3.19]],
  "mulliken_charge": [0.185, -0.455, 0.516, -0.298, -0.590, -0.328, -0.570, 0.501, -0.517, -0.492, 0.404, 0.318, 0.403, 0.412, 0.387, -2.172, 1.591, -0.486, -0.865, 0.672, -0.811, -0.342, -0.143, -0.464, 0.597, 0.706, 0.453, 0.484, 0.506, 0.413, -0.400, -0.701, -0.043, 0.896, -0.044, -0.939, 0.407, 0.422, 0.504, 0.454, 0.436, -0.137, 1.141, -0.801, -0.483, -0.485, 0.474, -0.154, -0.826, -0.144, 0.510, 0.429, 0.471],
  "max_force_ev_per_a": 0.91,
  "total_charge": 1,
  "orbital_gap_ev": 6.60,
  "e_lumo_ev": -5.02,
  "energy_ev": -65307.808
}

***

Repeat the first record exactly.
{
  "formula": "C24H19BrCl3HfN2O9P2",
  "method": "the ωB97M-V functional and the def2-TZVPD basis",
  "symbols": ["Hf", "Br", "C", "C", "C", "C", "O", "C", "C", "N", "C", "C", "C", "C", "C", "C", "C", "C", "N", "C", "C", "H", "H", "H", "H", "H", "H", "H", "H", "H", "H", "C", "C", "O", "P", "O", "O", "O", "P", "O", "O", "O", "H", "H", "H", "H", "H", "H", "H", "Cl", "C", "C", "C", "Cl", "C", "O", "C", "Cl", "C", "H", "H"],
  "positions_angstrom": [[0.78, 0.43, 0.12], [-2.05, 4.99, 5.08], [-1.00, 4.17, 3.74], [0.39, 4.11, 3.88], [1.16, 3.50, 2.93], [0.59, 2.88, 1.81], [1.35, 2.25, 0.92], [-0.81, 2.99, 1.65], [-1.46, 2.56, 0.45], [-0.93, 1.81, -0.46], [-1.59, 1.64, -1.71], [-2.56, 2.46, -2.21], [-3.16, 2.19, -3.46], [-2.75, 1.12, -4.21], [-1.71, 0.29, -3.74], [-1.20, -0.81, -4.47], [-0.18, -1.55, -3.96], [0.35, -1.21, -2.70], [-0.10, -0.20, -1.98], [-1.13, 0.56, -2.49], [-1.59, 3.64, 2.63], [0.85, 4.56, 4.75], [2.24, 3.44, 3.05], [-2.47, 2.93, 0.30], [-2.88, 3.34, -1.67], [-3.93, 2.84, -3.83], [-3.19, 0.92, -5.17], [-1.64, -1.04, -5.44], [0.24, -2.39, -4.50], [1.17, -1.77, -2.28], [-2.66, 3.70, 2.49], [5.67, -1.01, -0.09], [4.28, -0.90, -0.69], [4.09, -1.68, -1.85], [3.83, 0.84, -1.09], [4.70, 1.12, -2.37], [4.38, 1.87, -0.03], [2.35, 0.98, -1.31], [2.95, -1.33, 0.50], [3.52, -2.57, 1.29], [2.74, -0.05, 1.29], [1.64, -1.60, -0.20], [6.41, -0.62, -0.79], [5.89, -2.06, 0.10], [5.75, -0.46, 0.84], [4.88, -1.62, -2.40], [4.80, 2.04, -2.64], [3.75, 1.99, 0.70], [2.89, -3.01, 1.89], [-5.18, -0.74, 4.62], [-3.66, -0.57, 3.81], [-3.56, -0.91, 2.47], [-2.34, -0.74, 1.84], [-2.15, -1.13, 0.16], [-1.21, -0.25, 2.49], [-0.05, -0.08, 1.87], [-1.36, 0.07, 3.85], [0.00, 0.69, 4.71], [-2.57, -0.07, 4.50], [-4.41, -1.30, 1.93], [-2.65, 0.20, 5.54]],
  "mulliken_charge": [2.286, -0.165, -0.309, -0.545, -0.693, 0.577, -0.659, 0.228, 0.190, -0.142, 0.882, -0.534, -1.015, -0.925, 0.594, -0.598, -1.043, -0.196, 0.404, -0.009, -0.696, 0.454, 0.446, 0.372, 0.482, 0.411, 0.438, 0.472, 0.458, 0.557, 0.536, -1.765, 1.167, -0.533, 0.341, -0.520, -0.549, -0.726, 0.527, -0.550, -0.573, -0.778, 0.504, 0.421, 0.395, 0.389, 0.386, 0.447, 0.410, -0.204, 0.335, -0.897, 0.960, -0.112, -0.808, -0.111, 0.537, -0.138, -0.776, 0.481, 0.482],
  "max_force_ev_per_a": 0.53,
  "total_charge": 1,
  "orbital_gap_ev": 7.20,
  "e_lumo_ev": -3.57,
  "energy_ev": -174106.512
}